(1)
The following is a DFT calculation (ωB97M-V/def2-TZVPD) of 2 unconnected molecules or ions with the total composition C6H9NO in a non-equilibrium geometry.

Computed properties:
SMILES string: C=c1c(=C)c1=O.CN
energy relative to the best compared isomer or geometry (same formula, charge and spin): 420.49 kJ/mol
orbital gap: 0.29877 hartree
2S+1: 1
lowest unoccupied orbital energy: -1.03 eV
total charge: 0
HOMO: -9.16 eV

The geometry in XYZ format:
```
17
Properties=species:S:1:pos:R:3:forces:R:3:nbo_charge:R:1
C 0.05106 -0.63812 1.53311 -0.167 0.631 0.324 -0.274
C 0.84312 -0.60353 0.47663 1.276 -2.067 -0.175 -0.139
C 2.15404 -1.19636 -0.11538 -1.267 0.272 1.054 -0.145
C 3.31097 -1.78779 0.12101 0.125 -0.193 -0.112 -0.303
C 1.17848 -0.52391 -0.91542 0.022 1.653 -1.052 0.527
O 0.81294 -0.18927 -2.01522 0.009 -0.290 0.259 -0.513
H 0.30277 -1.18966 2.42826 0.176 -0.111 -0.031 0.198
H -0.82201 0.00041 1.57271 -0.096 -0.100 -0.180 0.234
H 3.48422 -2.35893 1.02389 0.087 0.355 0.232 0.204
H 4.11996 -1.74760 -0.59472 -0.076 -0.228 -0.230 0.209
C -2.75010 1.29291 -0.45257 -0.178 -0.110 -0.034 -0.410
N -1.32663 1.54219 -0.30204 0.220 0.243 -0.079 -0.855
H -3.20076 1.75684 -1.33914 -0.041 -0.061 0.051 0.168
H -3.27940 1.66317 0.42968 -0.002 -0.096 -0.081 0.186
H -2.90140 0.21032 -0.51588 -0.128 0.157 0.014 0.190
H -0.82867 1.23461 -1.13207 0.037 -0.018 0.067 0.374
H -1.14858 2.53474 -0.20284 0.003 -0.037 -0.028 0.351
```
Positions in Å, forces in eV/Å.

(2)
The following is a DFT calculation (ωB97M-V/def2-TZVPD) of 2 unconnected molecules or ions with the total composition C2H5N2O2 in a non-equilibrium geometry.

Computed properties:
energy relative to the best compared isomer or geometry (same formula, charge and spin): 87.23 kJ/mol
orbital gap: 0.31745 hartree
2S+1: 1
lowest unoccupied orbital energy: 4.18 eV
total charge: -1
HOMO: -4.46 eV

The geometry in XYZ format:
```
11
Properties=species:S:1:pos:R:3:forces:R:3:nbo_charge:R:1
N -0.85927 -0.77225 0.25106 -1.662 -1.652 -1.353 -0.828
C -1.39161 -0.88893 -1.01715 0.012 3.387 -0.345 0.311
N -2.26362 -1.76117 -1.45736 2.078 0.314 3.154 -0.808
H -1.28886 -1.48307 0.81888 0.333 -0.077 0.601 0.365
H -0.36361 -0.00212 0.73780 -0.005 0.110 -0.624 0.467
H -1.13368 0.11249 -1.64149 -0.154 -2.450 0.964 0.123
H -2.36253 -1.60241 -2.40675 -0.527 0.437 -2.235 0.325
O 0.66917 1.31311 1.55166 2.213 -0.435 -1.992 -0.852
C 1.54738 1.37905 0.56348 -2.908 0.938 0.478 0.637
O 2.43112 0.62250 0.17235 -0.038 0.074 0.662 -0.720
H 1.27200 2.28349 -0.13440 0.658 -0.645 0.689 -0.019
```
Positions in Å, forces in eV/Å.

(3)
The following is a DFT calculation (ωB97M-V/def2-TZVPD) of a gas-phase ion, C3NS (charge +1) in a non-equilibrium geometry.

Computed properties:
energy relative to the best compared isomer or geometry (same formula, charge and spin): 0.00 kJ/mol
orbital gap (spin up / spin down): 0.25524 / 0.25277 hartree
2S+1: 1
lowest unoccupied orbital energy (spin up / spin down): -9.75 / -10.06 eV
total charge: +1
HOMO (spin up / spin down): -16.69 / -16.94 eV

The geometry in XYZ format:
```
5
Properties=species:S:1:pos:R:3:forces:R:3:nbo_charge:R:1
C 0.44327 -0.95966 -0.00261 0.155 1.108 0.044 0.252
C -0.83747 -1.02622 0.00459 -0.723 2.862 0.030 -0.151
C 1.12256 0.26725 0.02461 -0.173 -0.057 -0.170 0.157
N 1.07792 1.43487 -0.02438 0.948 -1.128 0.117 -0.064
S -1.80628 0.28376 -0.00220 -0.208 -2.786 -0.022 0.805
```
Positions in Å, forces in eV/Å.

Repeat the third record exactly.
The following is a DFT calculation (ωB97M-V/def2-TZVPD) of a gas-phase ion, C3NS (charge +1) in a non-equilibrium geometry.

Computed properties:
energy relative to the best compared isomer or geometry (same formula, charge and spin): 0.00 kJ/mol
orbital gap (spin up / spin down): 0.25524 / 0.25277 hartree
2S+1: 1
lowest unoccupied orbital energy (spin up / spin down): -9.75 / -10.06 eV
total charge: +1
HOMO (spin up / spin down): -16.69 / -16.94 eV

The geometry in XYZ format:
```
5
Properties=species:S:1:pos:R:3:forces:R:3:nbo_charge:R:1
C 0.44327 -0.95966 -0.00261 0.155 1.108 0.044 0.252
C -0.83747 -1.02622 0.00459 -0.723 2.862 0.030 -0.151
C 1.12256 0.26725 0.02461 -0.173 -0.057 -0.170 0.157
N 1.07792 1.43487 -0.02438 0.948 -1.128 0.117 -0.064
S -1.80628 0.28376 -0.00220 -0.208 -2.786 -0.022 0.805
```
Positions in Å, forces in eV/Å.